Entry 1:
This record from the Open Molecules 2025 dataset describes a cluster of 10 separate species, C40H82O10 in total at a distorted geometry. The level of theory is the ωB97M-V functional and the def2-TZVPD basis.

Atoms and positions in Å:
1 O 3.107478 -1.165534 -0.511692
2 O 0.602164 -4.683535 1.797068
3 O 3.505461 5.928060 -2.789886
4 O -2.461623 -4.100072 -1.751258
5 O 3.867726 1.293042 3.237408
6 O 0.929103 -1.590924 -4.682423
7 O -0.795527 6.908020 -2.134926
8 O -3.893794 1.991377 5.965883
9 O -4.260728 -4.518859 1.307810
10 O -1.402601 1.474364 -0.578402
11 C 1.416693 -3.946545 2.729949
12 C -1.894855 8.916177 -2.688889
13 C -1.883742 7.997448 -3.920302
14 C 2.626731 6.880782 -2.141827
15 C 2.442310 -0.501078 -6.118415
16 C -2.118897 1.713291 4.446716
17 C -2.567942 1.531698 5.970874
18 C -2.344735 -0.611863 0.040011
19 C 3.198956 -1.625343 -5.348638
20 C -5.764954 -2.830607 1.812550
21 C 4.306020 -2.003928 -0.312206
22 C -0.729869 -5.197498 -3.084300
23 C -0.727138 7.048661 -3.568128
24 C 2.105293 -1.970556 -1.137364
25 C -3.275338 2.409770 3.787770
26 C 2.521712 6.449558 -0.642868
27 C -3.841388 -4.052568 2.619621
28 C 2.775096 -3.295162 -1.468494
29 C -0.191915 -5.694107 2.486658
30 C -5.653811 -4.201908 1.149597
31 C -2.241466 -5.419500 -1.331871
32 C 2.131483 -0.242828 3.042281
33 C -4.721794 -2.867710 2.983686
34 C 0.857677 -4.199835 4.073086
35 C 2.850898 0.872906 2.333288
36 C -0.825261 -5.794232 -1.648511
37 C 4.446499 0.147846 3.786894
38 C 3.745028 -3.395660 -0.330397
39 C 0.977521 -0.879715 -5.938315
40 C -1.099914 0.155754 -0.194328
41 C 3.268807 -0.954686 3.783575
42 C 0.239542 -5.609332 3.940228
43 C -0.668539 3.706462 -1.192480
44 C -1.759404 -3.954027 -2.948206
45 C -0.297546 2.371406 -0.655513
46 C -3.876885 3.043103 5.045256
47 C 2.011956 -2.563982 -4.796729
48 C 3.284479 4.747413 -2.081542
49 C 3.370145 5.183928 -0.587459
50 C -1.699991 7.832897 -1.561497
51 H 1.752882 -1.393219 -2.051550
52 H -3.052924 3.136233 2.983546
53 H 1.269006 -2.179098 -0.383933
54 H 0.118039 -3.430439 4.227279
55 H 4.823107 0.326283 4.871234
56 H 2.360310 1.799651 2.183078
57 H 3.472849 -3.334822 -2.343787
58 H -1.273730 -5.486636 2.338845
59 H 1.097823 -6.321596 4.006778
60 H 4.118103 4.056289 -2.374543
61 H 1.382136 0.180844 3.720783
62 H -2.095630 2.230375 6.680938
63 H 0.712347 -1.598585 -6.729913
64 H -3.961728 1.691601 3.439260
65 H -2.993273 -6.067582 -1.793583
66 H -1.840608 0.753240 3.913887
67 H 0.337757 4.221000 -1.303127
68 H 2.924409 -1.166286 4.834056
69 H 2.556164 0.511614 -5.603292
70 H -2.862831 9.495076 -2.582680
71 H -0.826374 6.041476 -3.982163
72 H -2.956048 -0.677949 -0.884052
73 H -0.124173 -5.349071 -0.909566
74 H -0.528049 -5.939073 4.675590
75 H 1.654962 -0.824739 2.291083
76 H 1.614419 -4.188094 4.836955
77 H -1.278518 8.205606 -0.582452
78 H 2.139267 -2.916345 -3.769492
79 H 4.420910 5.484847 -0.483047
80 H -6.186973 -4.999500 1.675978
81 H 3.293823 0.574353 1.361271
82 H 2.031978 -4.069385 -1.608528
83 H 2.338150 4.327882 -2.385124
84 H -3.169005 3.806904 5.414640
85 H -1.161137 3.782351 -2.179967
86 H 0.349266 0.025402 -5.870825
87 H -0.456234 -0.312524 -0.971152
88 H -2.662172 7.340684 -1.309542
89 H 3.095486 7.853546 -2.264530
90 H 4.424357 -4.266850 -0.497032
91 H -2.447681 -3.993484 -3.795361
92 H -1.787017 8.471338 -4.896030
93 H 5.062172 -1.879266 -1.126284
94 H -2.778489 -3.863406 2.620678
95 H -1.169187 -5.874037 -3.837604
96 H -2.809243 7.465009 -3.941157
97 H -1.026871 9.577507 -2.731989
98 H -0.690979 -6.886636 -1.497974
99 H 3.162288 4.416095 0.204519
100 H 2.832360 -0.460600 -7.162470
101 H 1.676571 6.888008 -2.637866
102 H 3.512274 -1.921650 3.378050
103 H 2.914754 7.216230 0.072469
104 H -5.935134 -4.160638 0.099393
105 H -6.805487 -2.652822 2.130228
106 H -1.181850 4.324999 -0.484383
107 H 1.713851 -3.424531 -5.401697
108 H 0.077717 -6.676918 2.023751
109 H -1.263086 2.324780 4.315467
110 H 0.069000 2.532470 0.402203
111 H 5.284921 -0.321559 3.227328
112 H 0.616323 2.016565 -1.202265
113 H 0.297862 -4.858966 -3.362971
114 H -2.976263 -0.265762 0.831691
115 H -1.198394 -3.072330 -2.819928
116 H 0.249681 7.472992 -3.871310
117 H -2.472842 0.563771 6.325452
118 H 3.817806 -1.306112 -4.514630
119 H -3.913364 -4.824273 3.383698
120 H -5.410524 -2.159052 1.012292
121 H -4.884873 3.489151 5.094924
122 H -4.209372 -1.958208 3.009716
123 H 1.433738 -2.875958 2.426084
124 H 3.229719 -3.597537 0.568179
125 H -2.434363 -5.360608 -0.246203
126 H 2.503294 -4.313195 2.578239
127 H 1.517228 6.236866 -0.407701
128 H -5.192005 -3.019671 3.951801
129 H -0.519333 0.069113 0.768130
130 H 4.846509 -1.655386 0.523445
131 H -1.994441 -1.626211 0.281940
132 H 3.835467 -2.111905 -6.076520

Cartesian forces (eV/Å) of the 3 atoms listed first:
1.328 -0.553 0.255
-0.493 -0.003 0.253
-0.604 1.012 0.291

The value obtained for the lowest unoccupied orbital energy is 0.5864 eV. Its HOMO energy is -9.21 eV. As for the net charge: 0. The total energy comes out at -63277.34409 eV. Its SMILES is C1CCOC1.C1CCOC1.C1CCOC1.C1CCOC1.C1CCOC1.C1CCOC1.C1CCOC1.C1CCOC1.C1CCOC1.CCOCC. The value obtained for the gap between HOMO and LUMO is 9.80 eV.

Entry 2:
This record from the Open Molecules 2025 dataset describes a cluster of 11 separate species, C33H78F6N10O9P in total at a distorted geometry. The level of theory is the ωB97M-V functional and the def2-TZVPD basis.

Atoms and positions in Å:
1 P -0.250686 0.562595 1.516447
2 F 0.156923 -0.149809 2.918899
3 F -1.785866 0.162480 1.845876
4 F -0.612318 1.393968 0.162014
5 F 1.308690 0.944641 1.270491
6 F -0.485628 1.906402 2.424891
7 F -0.085634 -0.842729 0.761869
8 O 6.899288 0.411912 3.699574
9 O 1.932241 4.989446 -0.081133
10 O 3.375503 -2.179008 3.816415
11 O -3.775587 -2.518948 -0.318921
12 O -5.669674 -0.545033 -0.815018
13 O -2.219337 -1.859541 -5.147793
14 O 0.050015 -6.963907 0.515996
15 O -4.560677 6.330943 2.970952
16 O -4.978427 -3.659149 1.917337
17 N -5.060834 1.627094 -0.620886
18 N 3.218419 -2.712852 1.614308
19 N -2.991557 5.470737 1.564959
20 N -1.837172 -2.925111 -1.401806
21 N -3.904023 -3.132132 3.844886
22 N 5.620359 0.374566 1.819506
23 N 2.383937 0.691983 -4.017077
24 N 2.565296 4.442963 2.027766
25 N -0.518814 -5.090729 1.672383
26 N -1.942266 0.041271 -3.959652
27 C -5.876448 0.629377 -1.023078
28 C -5.380984 3.005972 -0.928118
29 C 3.071609 0.749213 -2.721297
30 C -2.724562 -2.121471 -0.771187
31 C -2.181271 -4.270404 -1.768190
32 C -3.076700 6.559841 0.639376
33 C 2.654406 -0.541814 -4.740957
34 C 1.811421 4.297622 0.921869
35 C -1.395244 -5.714965 2.620255
36 C 3.991524 -3.948652 1.684640
37 C 2.957841 -1.957979 2.687181
38 C 2.431742 3.527611 3.166588
39 C -3.614634 -3.460357 5.220231
40 C 2.722443 -2.378415 0.299422
41 C 0.064454 -5.758892 0.670773
42 C 2.429862 1.772935 -1.794655
43 C -3.737056 5.477553 2.701766
44 C 4.556388 1.007176 1.053484
45 C 2.421637 -1.854020 -4.022545
46 C -0.300394 -3.673053 1.886832
47 C 1.606553 2.199632 -5.874025
48 C -3.293359 -1.909630 3.359229
49 C -2.253122 4.290492 1.168352
50 C 3.710372 5.318709 2.081171
51 C -0.538016 -2.458825 -1.806722
52 C -1.039175 0.945683 -3.247094
53 C -3.773802 1.405592 0.008586
54 C 5.877455 0.688385 3.107717
55 C -4.673156 -3.914763 3.057393
56 C -3.355353 0.303489 -3.797616
57 C 6.601519 -0.312230 0.978475
58 C 2.688577 1.850815 -4.841328
59 C -1.488603 -1.007277 -4.678942
60 H 0.631615 2.407324 -5.433108
61 H -2.966034 1.626707 -0.696025
62 H 6.978395 0.390477 0.232947
63 H -2.531572 -3.576227 5.341366
64 H -4.700521 3.383400 -1.701023
65 H 2.224916 -2.657443 -4.734917
66 H -0.298763 -3.420958 2.949860
67 H -2.117508 -5.021571 3.048359
68 H 0.601241 -5.035361 0.030911
69 H -4.002633 -0.410629 -4.297014
70 H -2.104454 6.983043 0.371022
71 H -0.331114 -2.663631 -2.859041
72 H 3.580409 -2.146197 -0.347158
73 H -0.368133 -1.405955 -1.587920
74 H 1.636143 2.792347 3.080694
75 H 4.956624 1.686681 0.302025
76 H -3.619752 1.293814 -4.182503
77 H 4.164909 0.836963 -2.811509
78 H -3.523212 4.663301 3.409143
79 H -5.007648 -4.800495 3.633357
80 H -1.034221 -2.984328 1.463873
81 H 3.459050 -4.678760 1.077055
82 H 4.611967 4.749588 2.324459
83 H -3.468195 6.221010 -0.331242
84 H 3.655172 -0.506475 -5.208551
85 H 2.321016 2.747066 -2.275932
86 H -3.656985 0.394635 0.379272
87 H -3.244848 -4.456435 -1.681318
88 H 2.198008 -3.218385 -0.162477
89 H 1.475303 1.389514 -6.591959
90 H 7.440315 -0.596388 1.609821
91 H 2.935991 1.939847 -0.846028
92 H 3.242565 -2.137020 -3.363876
93 H -0.872134 -6.180976 3.464224
94 H 0.206108 -3.011708 -1.217195
95 H 1.402077 1.520334 -1.526693
96 H -5.183380 3.645240 -0.061164
97 H 4.057534 -4.252953 2.726133
98 H -3.620873 0.295081 -2.737749
99 H 1.123686 3.443575 0.891038
100 H -1.544305 -5.001265 -1.256650
101 H 2.880645 -0.226327 -2.266571
102 H 3.883984 5.809169 1.127550
103 H 6.117013 -1.175642 0.526388
104 H -1.225665 0.949148 -2.171716
105 H 3.855734 1.487234 1.736314
106 H 3.378171 2.979932 3.194457
107 H -1.228124 1.939285 -3.658634
108 H -2.577098 3.856195 0.222361
109 H -3.613600 2.112833 0.815167
110 H 0.680997 -3.310869 1.584190
111 H 5.001242 -3.769641 1.309221
112 H 4.966243 1.151029 3.526314
113 H -4.013861 -4.419234 5.553235
114 H 1.506670 -1.861421 -3.426259
115 H 2.336315 4.112835 4.081214
116 H 1.985796 -0.522556 -5.610034
117 H -3.945589 -2.700401 5.930084
118 H 3.943730 0.228402 0.591700
119 H -0.394776 -0.938738 -4.797042
120 H -1.977011 -6.515997 2.159359
121 H -3.573947 -1.122809 4.067919
122 H -2.205761 -1.878434 3.282747
123 H -2.409585 3.545349 1.945301
124 H 2.071402 -1.507057 0.289560
125 H -3.708992 -1.641408 2.389892
126 H -6.737487 1.056111 -1.567353
127 H 2.749185 2.719216 -4.186664
128 H -3.752972 7.357151 0.931609
129 H -2.321144 -1.102531 -0.660288
130 H -0.021453 0.588915 -3.408312
131 H 2.244026 -1.131940 2.561673
132 H 3.681002 1.707737 -5.295858
133 H -1.909028 -4.481704 -2.812293
134 H 1.901642 3.120690 -6.378942
135 H -1.191589 4.517919 1.050043
136 H 3.594803 6.077655 2.857136
137 H -6.405770 3.223714 -1.217843

Cartesian forces (eV/Å) of the 3 atoms listed first:
-0.526 0.494 2.196
0.534 -0.542 -0.070
-0.170 0.288 -0.889

The value obtained for the lowest unoccupied orbital energy is 2.1583 eV. Its HOMO energy is -6.64 eV. As for the net charge: -1. The total energy comes out at -94417.63672 eV. The value obtained for the gap between HOMO and LUMO is 8.80 eV.

Entry 3:
This record from the Open Molecules 2025 dataset describes a cluster of 10 separate species, C10H40N20O10 in total at a distorted geometry. The level of theory is the ωB97M-V functional and the def2-TZVPD basis.

Atoms and positions in Å:
1 O -3.695282 -1.262578 4.291035
2 O -1.579012 5.674202 -2.361235
3 O 5.958188 1.125842 -0.676445
4 O 1.525908 1.334202 -2.424685
5 O 0.274998 -2.315618 -4.702595
6 O -4.421682 -3.594498 -0.247375
7 O -3.053622 2.021902 0.104595
8 O 0.985268 -0.634518 7.005485
9 O 3.651458 -2.890668 0.395875
10 O 0.017728 -0.700698 1.554675
11 N -2.806912 -2.159008 -0.425955
12 N 3.168408 -5.033698 0.392755
13 N 1.588708 -3.786568 0.745605
14 N -4.498782 3.506502 -0.797325
15 N -1.583692 -3.420448 -4.357785
16 N 2.332748 2.447222 -4.118765
17 N -1.426122 3.362662 -2.074225
18 N -1.796672 -1.029048 3.459075
19 N 3.596868 2.148522 -2.500665
20 N -1.932302 4.177862 -3.989185
21 N 0.412888 0.342452 4.984285
22 N 0.208228 1.517032 6.785855
23 N 7.816658 -0.236538 -0.766235
24 N -0.859162 -2.171428 -2.785915
25 N -3.089612 -3.308398 1.385625
26 N 5.819928 -1.176928 -0.872805
27 N -3.171522 0.530282 2.968335
28 N -4.308252 3.413152 1.313015
29 N 1.458928 -0.099158 0.004725
30 N -0.424092 0.863072 0.064285
31 C 2.858068 -3.781168 0.517065
32 C 2.429818 1.972822 -2.963985
33 C 0.588428 0.327312 6.311015
34 C -0.630152 -2.614118 -3.989855
35 C -2.951352 -0.620608 3.577825
36 C -1.521472 4.480252 -2.779685
37 C 6.513418 -0.073688 -0.792305
38 C 0.369218 0.042202 0.644955
39 C -3.907362 2.856592 0.201875
40 C -3.386382 -3.167728 0.126525
41 H -3.953902 3.143542 2.219575
42 H -2.269362 4.980262 -4.501685
43 H -0.171882 1.098402 -0.884985
44 H 8.239198 0.677622 -0.689665
45 H 0.775338 -0.309108 4.302965
46 H 3.861298 1.727232 -1.621635
47 H 3.081338 3.037372 -4.452575
48 H -2.499772 -3.363898 -3.936255
49 H -5.047922 4.100522 1.290755
50 H -2.454812 1.160042 2.636955
51 H -4.089132 0.941332 3.063895
52 H -1.679472 -2.404608 -2.244785
53 H -2.161762 -3.148668 1.751235
54 H 0.223708 1.669622 7.784145
55 H -0.161282 2.274022 6.228605
56 H -1.093052 -0.470468 2.997555
57 H -1.740662 3.355372 -1.114475
58 H -0.044532 1.147612 4.581075
59 H 2.517308 -5.714698 0.756645
60 H 6.345838 -2.019468 -0.689375
61 H 2.072048 -0.871598 0.222725
62 H -1.487952 -3.550038 -5.354855
63 H -1.365642 0.965732 0.415045
64 H 1.033058 -2.946608 0.669275
65 H -1.615262 -1.898628 3.939705
66 H -0.507942 -1.263468 -2.516945
67 H -3.150062 -1.725568 -1.271225
68 H -5.096982 4.302232 -0.626765
69 H -4.112402 3.225542 -1.687195
70 H -3.793132 -3.738238 1.969075
71 H 4.815358 -1.280998 -0.863345
72 H -1.866862 -1.876128 -0.188485
73 H 8.367268 -1.068378 -0.924235
74 H -1.677732 2.631542 -2.724035
75 H 1.393418 2.458572 -4.489725
76 H 1.656818 0.405602 -0.847435
77 H -2.275692 3.237102 -4.120185
78 H 1.115548 -4.575948 0.329545
79 H 4.112128 -5.308818 0.160825
80 H 4.175128 2.929062 -2.777175

Cartesian forces (eV/Å) of the 3 atoms listed first:
-3.131 -0.263 0.548
1.136 -2.556 -0.543
2.034 -4.064 -0.740

The value obtained for the lowest unoccupied orbital energy is -0.1459 eV. Its HOMO energy is -8.87 eV. As for the net charge: 0. The total energy comes out at -61300.32025 eV. Its SMILES is NC(N)=O.NC(N)=O.NC(N)=O.NC(N)=O.NC(N)=O.NC(N)=O.NC(N)=O.NC(N)=O.NC(N)=O.NC(N)=O. The value obtained for the gap between HOMO and LUMO is 8.73 eV.